# C5H8ClOP

2 unconnected molecules or ions with the total composition C5H8ClOP (ωB97M-V/def2-TZVPD, the OMol25 dataset).

```
16
C5H8ClOP ωB97M-V/def2-TZVPD
Cl 3.52928 1.53100 0.07529
P 2.92174 -0.26968 0.75748
O 3.39628 -1.32867 -0.17041
C -0.71771 1.01578 1.71639
C 0.61003 -0.24945 -1.59262
C 0.23460 -0.34817 -0.14830
C 0.13440 0.91428 0.67186
C -0.10574 -1.56986 0.28248
H 1.64367 -0.55643 -1.71485
H 0.01802 -2.33713 -0.38341
H -1.55806 0.46431 1.90553
H -0.64800 1.81363 2.46878
H 0.47737 0.81780 -1.99567
H -0.42051 -1.75199 1.20799
H 0.90202 1.54966 0.42854
H 0.00124 -0.88779 -2.13929
```

Values from the calculation:
E_LUMO: -0.034 Ha
Orbital gap: 8.35 eV
SMILES: C=CC(=C)C.O=PCl

natural (NBO) atomic charge list, values in e, 6 entries: atom 1 (Cl): -0.3436, atom 2 (P): 1.3267, atom 3 (O): -0.9971, atom 4 (C): -0.3408, atom 5 (C): -0.6596, atom 6 (C): -0.0516


# C2H3BrS

A molecular structure, C2H3BrS (ωB97M-V/def2-TZVPD, the OMol25 dataset).

```
7
C2H3BrS ωB97M-V/def2-TZVPD
Br -2.23113 0.20354 0.32506
S 2.33201 -0.70518 0.09486
C -0.49504 0.50980 -0.38478
C 0.80444 -0.65888 0.50270
H -0.38195 0.32982 -1.45001
H 0.12160 -1.13845 1.32900
H -0.14993 1.45935 -0.41682
```

Values from the calculation:
E_LUMO: -0.019 Ha
Orbital gap: 8.34 eV

natural (NBO) atomic charge list, values in e, 6 entries: atom 1 (Br): 0.0367, atom 2 (S): 0.1504, atom 3 (C): -0.5071, atom 4 (C): -0.3095, atom 5 (H): 0.2149, atom 6 (H): 0.2139


# C6H13NO2

2 unconnected molecules or ions with the total composition C6H13NO2 (ωB97M-V/def2-TZVPD, the OMol25 dataset).

```
22
C6H13NO2 ωB97M-V/def2-TZVPD
O 0.72409 0.04036 1.79969
O -1.30873 0.46404 0.81927
N 1.86759 0.20543 -1.22376
C 0.07532 0.66837 0.95418
C -1.93653 -0.34886 1.79291
C -0.12120 0.05391 -2.07317
C 0.38040 2.12374 0.66229
C 0.79711 -0.40363 -0.83477
C 0.72920 -1.87524 -0.51263
H -2.31282 0.25990 2.62004
H 1.35277 2.17999 0.17288
H -1.24316 -1.10073 2.18019
H 0.95903 -2.46901 -1.39925
H -2.76532 -0.85170 1.29979
H -1.10248 -0.03850 -1.59822
H 1.46531 -2.11772 0.25417
H -0.26928 -2.12986 -0.16905
H 0.00217 1.09531 -2.34644
H -0.06239 -0.62586 -2.91497
H 2.71052 -0.36147 -1.08946
H 0.42608 2.67158 1.60190
H -0.36768 2.55995 0.00439
```

Values from the calculation:
E_LUMO (spin up / spin down): -0.011 / -0.011 Ha
Orbital gap (spin up / spin down): 8.95 / 8.95 eV
SMILES: COC(C)=O.CC(C)=N

natural (NBO) atomic charge list, values in e, 6 entries: atom 1 (O): -0.6015, atom 2 (O): -0.5476, atom 3 (N): -0.5576, atom 4 (C): 0.7856, atom 5 (C): -0.2649, atom 6 (C): -0.6225


# C23H52N2O2OsP2S

A molecular structure, C23H52N2O2OsP2S (ωB97M-V/def2-TZVPD, the OMol25 dataset).

```
83
C23H52N2O2OsP2S ωB97M-V/def2-TZVPD
Os 0.17859 -0.11813 -0.81171
S 0.75687 0.62521 1.62722
P 0.03992 -2.42270 -0.04261
P 0.28142 2.25613 -1.32843
O 3.26094 -0.32347 -0.94569
O -2.68327 0.39174 0.11155
N -1.50291 0.58107 3.14294
N 0.48046 -0.13445 4.14428
C -1.13616 -2.60958 -2.54538
C -1.45904 -2.84582 2.33476
C -0.08661 -1.01334 5.18129
C -0.08054 2.30751 -3.15566
C -1.39642 4.60354 -1.42541
C -0.18182 0.30833 3.06319
C 2.50141 3.30715 0.13512
C -1.01443 3.38912 -0.58102
C 1.58038 -3.18685 0.68621
C 2.05597 -2.53362 1.99216
C -1.36345 -3.30743 0.88145
C 1.51308 -4.71598 0.82763
C 1.10435 1.73542 -3.97634
C 2.09151 -0.23612 -0.84235
C -2.14794 1.12304 4.34006
C 1.28405 -3.43003 -2.38221
C -2.74246 -3.19451 0.22996
C -0.66590 3.82996 0.84408
C -1.43338 1.69088 -3.49698
C 1.99801 4.40518 -2.06221
C 1.93524 3.09293 -1.26887
C -1.65486 0.16846 -0.37742
C -0.08808 -3.31984 -1.67931
H 1.48169 5.22556 -1.54497
H -1.51895 0.64250 -3.19523
H 1.90881 -2.51367 -2.26417
H 1.84181 3.91022 0.76532
H -1.12685 -1.27816 4.96172
H 1.84902 -4.30489 -2.01521
H 3.45356 3.84533 0.02768
H 1.15594 -5.22362 -0.08105
H 3.06211 4.67738 -2.13138
H -0.44183 -4.33093 -1.40715
H -0.04535 0.07561 -2.50927
H 2.93340 -3.08014 2.36514
H -1.72331 4.33764 -2.43564
H -3.02018 -2.14462 0.06774
H -2.54730 2.12160 4.13445
H 1.62437 0.93146 -3.44581
H -2.34415 -3.29775 2.80246
H -0.00268 4.70988 0.85446
H -1.89904 2.72803 -0.51955
H 0.73251 1.32985 -4.91361
H -1.59903 4.12850 1.34793
H 2.70721 2.35951 0.64538
H -0.58986 -3.13292 2.94153
H 2.58520 2.35801 -1.78090
H 1.62688 4.33152 -3.09145
H -2.80687 -3.74961 -0.71041
H 2.34187 -2.94307 -0.07923
H 0.52735 -1.92291 5.24780
H -3.48736 -3.62891 0.91303
H -0.06092 -0.49740 6.15016
H -1.58949 -1.75493 2.39247
H 1.48705 -0.22834 3.97757
H -0.58902 5.34091 -1.48587
H -1.13258 -1.50215 -2.34333
H -0.21215 3.02399 1.43911
H 1.83535 2.53249 -4.19221
H -1.54973 1.70344 -4.58526
H -1.86885 0.93291 2.24173
H -2.97126 0.46501 4.62216
H -2.12535 -2.97977 -2.31298
H -2.25543 5.08692 -0.93770
H 0.88974 -5.02708 1.67838
H -1.44308 1.17972 5.17285
H -2.26804 2.22374 -3.02511
H 2.53721 -5.08028 1.02062
H 0.59568 -0.58885 -2.44081
H 1.28887 -2.54298 2.77476
H -0.90213 -2.79472 -3.60193
H 2.35758 -1.48971 1.82522
H -1.06779 -4.36835 0.88050
H -0.15979 3.38273 -3.35893
H 1.10020 -3.60245 -3.46127
```

Values from the calculation:
Charge: +4
E_LUMO (spin up / spin down): -0.462 / -0.656 Ha
Spin multiplicity: 5
Orbital gap (spin up / spin down): 7.08 / 3.93 eV

Löwdin atomic charge list, values in e, 6 entries: atom 1 (Os): 0.8191, atom 2 (S): 0.9298, atom 3 (P): 1.0453, atom 4 (P): 1.0280, atom 5 (O): 0.2100, atom 6 (O): 0.1649


no.,calculated total energy (a.u.)
1,-1072.05837
2,-3050.10685
3,-441.54171
4,-2337.37202